Entry 1:
The following is a DFT calculation (ωB97M-V/def2-TZVPD) of C24H29CuNO3PTe2 as an isolated structure.

Results
Spin multiplicity: 2
HOMO energy (spin up / spin down) in eV: -3.5 / -4.4
Charge: -1
Orbital gap (spin up / spin down) in eV: 6.0533 / 6.1620
Energy above the lowest of the compared OMol25 structures with the same formula, charge and spin in kJ/mol: 9.3
⟨S²⟩: 0.76

Cartesian coordinates (Å):
C -5.984 0.018 -0.273
C -2.911 -2.099 0.328
C -3.762 -0.886 0.101
P 2.394 0.358 2.060
H -7.845 0.323 -1.317
H 0.386 0.058 3.312
C 2.290 -1.242 1.248
H -4.344 3.600 -0.476
H 3.024 -2.200 -1.934
H 4.851 4.042 0.016
C -4.056 1.495 -0.193
C -3.531 2.900 -0.281
C 1.509 3.456 -1.691
C 0.986 -2.861 -1.784
C -3.206 0.399 0.029
H -7.720 -1.234 -0.494
C -5.422 1.287 -0.337
C 1.434 0.182 3.588
N 2.374 2.457 -1.555
H 4.245 1.444 3.121
H 3.241 5.966 -0.254
Cu 2.102 0.411 -1.786
H 1.763 -0.677 4.174
Te 0.157 -0.984 -2.337
H 2.944 -1.216 0.376
H -8.009 0.238 0.433
H -2.277 -1.976 1.208
C 3.894 3.933 -0.473
H 2.508 -6.276 -0.731
C 4.118 0.505 2.581
H -6.066 2.144 -0.509
C -7.468 -0.176 -0.422
C 2.368 -3.034 -1.714
H 2.602 -2.049 1.913
H -3.027 3.196 0.640
O 4.000 0.350 -1.099
H -0.912 -3.837 -1.529
H -2.788 2.986 -1.077
O 1.930 1.508 1.237
C -5.136 -1.054 -0.055
C 3.537 2.678 -0.941
C 2.910 -4.254 -1.342
O 5.536 1.682 -0.159
C 2.083 -5.325 -1.029
H 1.039 5.516 -1.360
H 1.266 -1.415 0.915
C 2.999 4.977 -0.624
H 0.567 3.211 -2.165
H 4.411 -0.327 3.225
H -2.237 -2.245 -0.515
C 4.455 1.469 -0.714
H -5.549 -2.056 -0.001
C 0.708 -5.163 -1.099
H 1.535 1.090 4.183
C 1.777 4.735 -1.239
Te -1.121 0.724 0.298
H 0.049 -5.990 -0.857
H -3.527 -2.991 0.449
H 4.756 0.533 1.696
H 3.987 -4.362 -1.289
C 0.165 -3.943 -1.476

Mulliken charges, unit e, in atom order: 0.658, -1.361, 1.106, 1.039, 0.341, 0.219, -0.678, 0.355, 0.446, 0.471, 1.216, -1.685, -0.174, 0.035, -0.203, 0.338, -0.986, -1.138, -0.241, 0.337, 0.394, -0.292, 0.352, 0.184, 0.137, 0.300, 0.333, -0.671, 0.361, -1.268, 0.274, -1.469, -0.419, 0.469, 0.347, -0.546, 0.282, 0.289, -0.539, -1.111, 0.975, -0.608, -0.752, -0.412, 0.395, 0.096, -0.274, 0.439, 0.365, 0.039, 0.369, 0.213, -0.578, 0.349, -0.605, 0.270, 0.361, 0.376, 0.312, 0.381, -0.215

Entry 2:
The following is a DFT calculation (ωB97M-V/def2-TZVPD) of C24H29FN2O4 in the gas phase.

Results
SMILES: COc1cccc(CNC(=O)CC[C@H]2CCCN(C(=O)c3ccc(OC)c(F)c3)C2)c1
HOMO energy in eV: -8.6
Orbital gap in eV: 9.2382

Cartesian coordinates (Å):
H 0.758 -3.570 3.488
O 2.763 -1.514 3.678
H -4.094 4.058 -2.129
O -2.100 -0.562 -3.621
H -2.795 3.574 -0.184
H -4.730 1.800 -3.214
H -2.487 4.727 -2.410
C -2.356 -1.255 -0.204
C -0.317 -2.170 0.760
C 3.040 1.157 -0.454
H -0.814 -4.010 2.768
O 0.456 -2.766 1.689
H 0.217 -0.852 -2.330
C -2.529 3.016 -1.088
O 1.719 3.264 0.861
C -1.005 2.847 -1.108
C -1.690 -1.914 0.815
C 3.343 -0.099 0.323
H 4.315 -1.114 -1.292
H -0.569 -2.386 3.462
C -3.047 3.797 -2.302
C 2.921 -0.181 1.645
C 0.349 -1.772 -0.405
C 2.118 -0.452 4.337
C -3.663 1.636 -3.398
C 3.987 -1.175 -0.265
C 1.067 2.428 0.271
H -0.722 2.112 -1.864
H -1.905 2.790 -3.836
C -0.092 -3.203 2.915
C -0.308 -1.119 -1.424
C -2.950 2.974 -3.584
C -3.242 1.654 -1.022
H 3.953 -3.309 2.364
C -2.309 -0.141 -2.494
C 3.791 -2.416 1.781
H 2.755 0.436 4.391
H -2.843 1.072 -0.196
H -0.793 3.125 1.021
H -3.424 -1.124 -0.109
H -3.541 1.002 -4.277
H 3.394 1.066 -1.485
C 3.139 -1.337 2.382
H 3.518 2.023 0.014
H -3.406 3.517 -4.413
C -0.456 2.422 0.257
C -1.665 -0.817 -1.324
H -0.547 3.801 -1.379
H 1.020 0.709 -0.829
H 2.427 0.675 2.077
H 1.174 -0.188 3.849
N 1.617 1.431 -0.454
H 1.401 -2.000 -0.469
C 4.213 -2.329 0.472
F -2.442 -2.303 1.878
H -4.312 1.820 -0.843
N -3.104 0.929 -2.262
H 1.914 -0.810 5.346
H -0.805 1.421 0.520
H 4.716 -3.168 0.016

Mulliken charges, unit e, in atom order: 0.216, -0.466, 0.438, -0.701, 0.581, 0.379, 0.427, -0.265, -0.136, -1.377, 0.398, -0.299, 0.444, 0.473, -0.706, -0.673, 0.759, 0.183, 0.371, 0.349, -1.329, -0.005, 0.160, -0.848, -1.062, -0.750, 0.198, 0.081, 0.288, -0.959, -1.651, -0.545, -1.385, 0.455, 0.317, -0.375, 0.371, 0.406, 0.462, 0.542, 0.474, 0.397, 0.607, 0.503, 0.429, -0.345, 0.888, 0.510, -0.006, 0.553, 0.290, -0.001, 0.614, -0.544, -0.363, 0.411, 0.137, 0.235, 0.065, 0.378

Entry 3:
The following is a DFT calculation (ωB97M-V/def2-TZVPD) of C24H29I2N3PPtS as an isolated structure.

Results
HOMO energy in eV: -10.5
Charge: +1
Orbital gap in eV: 7.2475
Energy above the lowest of the compared OMol25 structures with the same formula, charge and spin in kJ/mol: 20.3

Cartesian coordinates (Å):
H 0.759 2.882 -3.293
H 1.489 -0.097 -4.905
H -2.468 -1.990 2.231
H 1.299 -3.541 -2.698
H -0.083 4.447 -3.215
H 1.624 4.372 -3.697
H -0.570 0.289 -3.194
H 3.701 1.295 -1.514
S -0.535 2.383 -0.934
H 1.374 1.700 1.893
C 3.159 -1.977 -1.828
H 3.483 3.401 -0.587
C 2.811 1.552 -5.260
H 1.510 6.140 -1.921
H -0.636 -4.618 -3.789
C 3.738 2.426 -4.711
H -3.963 -1.972 1.241
C 2.028 5.337 -1.396
C 0.941 3.256 -0.692
C -0.621 -3.544 -3.659
H -2.527 -3.246 -4.592
N 1.321 4.088 -1.669
H 0.034 2.851 1.713
C -2.900 -1.768 1.264
H -2.486 -0.791 -4.300
H 2.781 -2.282 0.258
I -2.684 0.327 0.916
C 4.899 -3.321 -2.805
C -0.577 -0.786 -3.332
C 3.375 -2.585 -0.595
C 2.199 0.591 -4.464
C 5.111 -3.931 -1.575
H 5.873 -4.692 -1.476
H 4.523 -4.035 0.486
H 3.766 -1.862 -3.891
P 1.851 -0.748 -1.987
C 0.471 -2.937 -3.046
C 0.866 3.936 -3.049
H 1.539 3.371 2.490
H 4.804 3.007 -2.941
C -1.680 -2.772 -4.112
H 3.060 5.303 -1.748
C 3.926 -2.343 -2.932
C 3.447 1.388 -2.564
H 2.568 1.609 -6.313
C 0.498 -1.556 -2.881
H 2.011 5.554 -0.332
C 4.059 2.341 -3.361
H 4.223 3.164 -5.336
Pt -0.212 0.332 -0.065
N 1.563 -0.166 -0.521
H 3.531 2.424 0.884
C 2.511 0.511 -3.109
H 5.497 -3.605 -3.661
C 3.113 3.325 0.430
C 4.352 -3.562 -0.472
H 3.438 4.193 1.004
I -1.918 -2.925 -0.209
C -1.658 -1.392 -3.949
N 1.660 3.192 0.432
C 1.113 2.743 1.706

Mulliken charges, unit e, in atom order: 0.226, 0.448, 0.404, 0.350, 0.361, 0.466, 0.206, 0.522, -0.597, 0.347, -0.451, 0.292, -0.704, 0.444, 0.427, -0.680, 0.379, -1.232, 0.595, -0.728, 0.396, 0.221, 0.422, -0.888, 0.443, 0.476, 0.095, -0.783, 0.028, -0.309, -0.043, -0.433, 0.405, 0.411, 0.391, 1.408, -0.720, -1.105, 0.351, 0.513, -0.542, 0.348, -0.207, -0.611, 0.457, 0.460, 0.393, -0.669, 0.440, 1.383, -0.915, 0.394, 0.471, 0.422, -1.249, -0.719, 0.357, 0.173, -0.804, 0.285, -1.225

Entry 4:
The following is a DFT calculation (ωB97M-V/def2-TZVPD) of C24H29N3O2 in the gas phase.

Results
SMILES: CC(=O)c1ccc(NC(=O)[C@@H](C)N2CCN(C/C=C/c3ccccc3)CC2)cc1
HOMO energy in eV: -8.1
Orbital gap in eV: 8.5459
Energy above the lowest of the compared OMol25 structures with the same formula, charge and spin in kJ/mol: 184.8

Cartesian coordinates (Å):
H -0.078 3.458 7.479
H -3.706 4.369 4.863
H 4.277 -4.607 -1.418
H 2.352 -1.372 -4.134
C -1.246 1.590 3.893
C 4.149 -4.735 -2.484
N -1.179 0.402 -0.481
C -2.106 3.782 6.860
H -0.609 2.406 -0.544
C 3.502 -3.738 -3.217
N 0.692 0.118 -2.737
H 0.038 -1.854 -2.760
H -1.612 -1.598 -0.879
H -3.793 3.397 2.589
C -1.083 3.301 7.863
H -0.572 1.726 -2.922
C -2.929 1.714 0.602
C 3.348 -3.928 -4.592
C -0.341 -0.870 -2.475
H -1.205 3.857 8.789
H -2.579 2.346 -2.074
C 2.017 -0.279 -2.287
H 2.687 0.563 -2.497
H 3.128 -2.592 -1.441
C -0.786 -0.896 -1.005
C 0.254 1.422 -2.274
H -3.158 -0.139 -0.391
H 3.698 -5.200 -6.269
N -2.171 1.442 1.699
C 4.472 -6.046 -4.463
C 3.827 -5.069 -5.205
H -1.223 2.241 8.061
H -2.943 0.731 -2.717
O -3.800 2.550 0.539
C -1.202 2.135 5.158
H 1.069 2.137 -2.407
H 5.131 -6.631 -2.512
C -3.020 3.587 4.575
C -2.091 3.147 5.522
C 3.015 -2.556 -2.519
H 4.847 -6.936 -4.947
C -3.071 3.048 3.309
H -1.463 0.732 1.533
H -1.192 -0.630 -3.119
H -4.145 1.615 -1.768
H -0.469 1.766 5.858
O -2.903 4.651 7.140
C -0.198 1.429 -0.803
H 0.679 1.252 -0.166
C -2.178 2.037 2.953
H 0.051 -1.249 -0.390
H 2.843 -3.181 -5.185
H 2.076 -0.493 -1.207
C 2.483 -1.467 -3.067
H -0.553 0.806 3.618
C 4.631 -5.874 -3.099
C -2.579 0.778 -0.574
C -3.084 1.405 -1.877

Mulliken charges, unit e, in atom order: 0.376, 0.436, 0.331, 0.328, -0.922, -0.488, -0.025, 1.132, 0.497, 0.832, 0.019, 0.438, 0.484, 0.506, -1.388, 0.411, 0.099, -0.403, -0.733, 0.343, 0.283, -0.563, 0.409, 0.254, -0.885, -1.174, 0.351, 0.372, -0.016, -0.449, -0.619, 0.369, 0.371, -0.680, -0.654, 0.422, 0.378, -0.970, 0.129, 0.009, 0.373, -0.342, 0.131, 0.263, 0.500, 0.332, -0.614, -0.683, 0.374, 1.072, 0.322, 0.270, 0.244, -0.636, 0.352, -0.521, 0.607, -1.653

Entry 5:
The following is a DFT calculation (ωB97M-V/def2-TZVPD) of C24H29N3O4S in the gas phase.

Results
SMILES: COc1ccc(CSCC(=O)N/N=C/c2ccc(OCC(=O)N3CCCCC3)cc2)cc1
HOMO energy in eV: -8.0
Orbital gap in eV: 8.5290
Energy above the lowest of the compared OMol25 structures with the same formula, charge and spin in kJ/mol: 285.8

Cartesian coordinates (Å):
H 7.329 -1.106 -0.453
H 8.371 1.169 -0.175
H -3.166 -1.949 1.475
H 7.129 1.147 -1.432
C -4.525 1.456 0.843
H 1.027 -1.431 -2.071
O -0.999 1.425 -0.223
H -4.838 1.340 -2.508
H -0.965 -2.228 2.373
C -3.143 1.447 0.945
H 3.088 -0.454 -1.649
C -1.356 -1.884 0.290
H 3.258 -2.211 -1.926
H 7.061 -0.441 1.179
H -2.695 1.465 1.926
H -5.116 1.481 1.747
C -5.690 -1.461 0.597
O 5.688 -2.045 -1.647
H -7.673 -0.797 1.072
C -0.312 1.510 1.001
H -5.321 -1.574 -1.396
C 1.423 -1.751 0.023
N -4.894 -1.683 -0.480
H -6.969 2.231 -1.205
S -7.339 -0.086 -1.207
H 4.774 2.050 -0.875
H 4.869 0.423 1.712
C 5.025 1.937 0.182
H 1.493 -2.111 2.124
C -2.794 -1.883 0.455
H 6.812 3.138 0.002
N 5.408 -0.454 -0.081
H -0.516 0.645 1.639
H 0.747 1.519 0.744
C -7.140 -1.204 0.212
C -0.766 -1.670 -0.956
C -2.989 1.365 -1.449
H 3.574 0.359 0.516
H -1.410 -1.545 -1.811
C 7.301 1.064 -0.357
C -2.361 1.410 -0.202
C -0.526 -2.051 1.402
H -7.120 1.618 0.459
H 6.760 2.117 1.441
C 0.843 -1.988 1.272
C -6.641 1.461 -0.507
C 6.838 -0.314 0.114
C -5.152 1.434 -0.393
O -5.339 -1.477 1.757
C 0.604 -1.603 -1.094
O 2.781 -1.660 0.015
H 4.455 2.675 0.749
H -0.562 2.431 1.537
C 6.524 2.154 0.375
H -7.612 -2.142 -0.087
N -3.546 -1.770 -0.568
C 3.435 -1.401 -1.209
H -2.372 1.325 -2.332
C -4.361 1.378 -1.540
C 4.952 -1.331 -0.992
C 4.639 0.530 0.645

Mulliken charges, unit e, in atom order: 0.459, 0.359, 0.461, 0.298, -0.441, 0.439, -0.446, 0.373, 0.373, -0.427, 0.418, 1.142, 0.560, 0.350, 0.416, 0.288, 0.611, -0.681, 0.393, -0.627, 0.337, 0.806, 0.068, 0.510, -0.131, 0.291, 0.170, -0.606, 0.448, -0.835, 0.346, 0.059, 0.320, -0.046, -0.831, -0.785, -0.480, 0.061, 0.397, -0.615, 0.591, -0.973, 0.374, 0.314, -0.351, -1.377, -0.944, 0.633, -0.633, -0.378, -0.406, 0.353, 0.418, -0.707, 0.367, -0.615, -0.856, 0.458, -0.460, 0.639, -0.247

Entry 6:
The following is a DFT calculation (ωB97M-V/def2-TZVPD) of C24H29N3O5 in the gas phase.

Results
SMILES: CCN(CC)CCN1C(=O)C(=O)/C(=C(/O)c2ccc(OC)c(OC)c2)[C@H]1c1ccccn1
HOMO energy in eV: -8.1
Orbital gap in eV: 7.9645
Energy above the lowest of the compared OMol25 structures with the same formula, charge and spin in kJ/mol: 294.3

Cartesian coordinates (Å):
H -0.038 -1.499 -4.887
H 2.135 0.346 2.323
H -1.444 1.994 1.236
H 1.666 -0.799 -6.124
C -0.292 -2.156 -2.851
C 2.339 -0.170 -5.546
C 0.225 0.697 3.862
C -1.165 1.830 2.262
H 2.813 0.285 -3.495
H -1.444 1.180 -2.538
H 0.654 -2.698 -2.794
C 2.113 -0.355 -4.041
O -2.575 -0.106 0.857
H 4.078 -3.815 -0.834
C -0.360 1.426 4.886
H 2.175 0.866 -5.836
C -1.655 -0.520 0.181
H -0.016 1.711 -1.652
C 2.680 -4.563 0.627
H 1.197 -0.552 -1.233
H -0.838 2.821 -2.755
C -0.222 -1.039 -3.906
N 2.432 -2.620 -0.731
H -1.850 1.918 7.236
H 2.333 -1.389 -3.765
H -3.660 2.564 1.452
H 0.965 -0.052 4.112
C 0.495 -1.185 -0.676
H 1.053 -5.000 1.961
H -0.610 3.197 7.087
C -3.340 3.547 1.810
C -1.658 2.941 6.896
C 0.360 1.326 -3.742
C -0.181 0.881 2.546
H 1.255 1.952 -3.749
H -2.300 3.628 7.443
C -0.222 -0.430 0.413
H -2.652 3.993 1.085
C -1.814 -1.268 -1.141
H -1.098 -2.845 -3.116
H -1.201 -0.558 -3.943
O -1.993 3.107 5.540
H -0.038 1.249 5.899
O -2.753 3.460 3.090
O 1.772 -0.112 1.552
N -0.576 -1.611 -1.550
C 1.442 -4.331 1.207
H 3.282 -5.412 0.916
C -1.769 2.550 3.274
N 0.781 -0.051 -3.558
C 1.256 -2.390 -0.166
H -0.163 1.476 -4.701
H -0.257 -3.011 1.226
H -4.206 4.196 1.929
H 3.361 -0.441 -5.799
C 3.124 -3.677 -0.341
C 0.439 0.102 1.474
C -1.356 2.351 4.615
O -2.848 -1.497 -1.734
C 0.712 -3.227 0.803
C -0.544 1.786 -2.599

Mulliken charges, unit e, in atom order: 0.314, 0.460, 0.550, 0.265, -1.064, -1.256, -1.203, -0.619, 0.487, 0.252, 0.339, -0.776, -0.686, 0.425, -0.708, 0.287, 1.318, 0.160, -0.466, -0.060, 0.546, -1.129, -0.376, 0.372, 0.240, 0.384, 0.517, 0.769, 0.431, 0.368, -0.876, -0.951, -0.774, -0.449, 0.482, 0.236, -0.825, 0.336, 0.086, 0.489, 0.506, -0.422, 0.390, -0.470, -0.578, 0.418, -0.663, 0.397, 0.826, 1.022, 0.073, 0.286, 0.416, 0.250, 0.442, -0.388, 1.121, 0.998, -0.700, -0.677, -1.142

Number 4 is which compound? C24H29N3O2